# 1
Formula: C25H34O24
Source: OMol25
Level of theory: ωB97M-V/def2-TZVPD

Positions of all 83 atoms, in Å:
1 O 3.4961 4.7284 4.1094
2 O -2.7416 -3.4028 -2.5895
3 O -4.6534 0.0915 -0.0774
4 O -2.7339 -5.2217 1.7270
5 O 3.4995 4.9227 1.6748
6 O 0.0129 2.7121 1.5255
7 O 0.5331 0.5128 2.0238
8 O 3.5044 -1.8045 -0.7873
9 O -1.6923 -3.2711 1.5554
10 O -0.5411 -3.1376 -1.8858
11 O -3.2887 1.6629 -0.9312
12 O -4.1747 2.2058 0.9358
13 O 2.4294 -4.1766 -3.9745
14 O -1.6009 -5.1123 -1.5594
15 O 1.7784 5.6780 2.8565
16 O 4.5821 -3.9484 -3.3785
17 O -2.7749 4.2216 4.3413
18 O -0.2557 1.0473 0.0893
19 O 3.0964 0.3503 -1.6256
20 O 5.1078 -0.4252 -1.0131
21 O -3.9764 -3.4761 1.7733
22 O -3.2027 6.3773 3.8887
23 O 3.4399 -2.2583 -4.1087
24 O -4.9400 4.9215 3.8056
25 C -3.7469 5.1322 4.0280
26 C 5.8115 -1.7828 -0.8623
27 C -2.8375 2.9034 -0.6824
28 C -0.1282 -0.3450 0.0163
29 C -4.0413 1.2435 -0.0069
30 C 0.2272 -3.8575 -0.9910
31 C 4.5924 -2.4416 -0.2662
32 C 3.5439 -3.4768 -3.7273
33 C 1.4008 -3.1960 -4.4338
34 C -0.0220 1.5178 1.2725
35 C 1.9624 -1.0570 -5.6045
36 C -4.7414 -4.4140 1.0815
37 C 3.8494 -0.5962 -1.2158
38 C 1.4819 5.8395 1.5689
39 C 2.0601 -1.8549 -4.3472
40 C -0.3426 -5.2930 -0.9660
41 C -3.9981 -5.6845 1.2786
42 C 0.6486 -0.6352 1.2905
43 C -1.8221 6.3473 4.2595
44 C -1.5189 4.8451 4.4008
45 C -2.7228 -3.8791 1.7356
46 C -1.7141 -3.8696 -2.0022
47 C 2.8059 5.9286 0.9185
48 C 3.0813 5.1428 2.9856
49 C -3.6933 3.4608 0.5038
50 H -0.5234 -5.6800 0.0369
51 H 1.5755 -1.3733 -3.4978
52 H 0.6861 6.5524 1.3533
53 H 2.5702 5.5339 -0.0698
54 H 1.0970 -3.5825 -5.4067
55 H 3.2167 6.9119 0.6895
56 H 2.3896 -1.6038 -6.4451
57 H -4.4425 4.1816 0.1763
58 H -3.9677 -6.3362 0.4054
59 H 0.2651 -1.4867 1.8527
60 H 4.5643 -3.5295 -0.3275
61 H -1.2258 4.7195 5.4432
62 H 0.2191 -3.3533 -0.0247
63 H 1.2153 -3.8602 -1.4512
64 H 2.6923 -0.2736 -5.4005
65 H -3.1193 3.9019 1.3187
66 H 6.0910 -2.2653 -1.7989
67 H 0.3765 -0.7478 -0.8618
68 H -5.7201 -4.7322 1.4406
69 H -4.4536 -6.2433 2.0961
70 H -1.2176 6.9273 3.5622
71 H -1.1159 -0.8050 0.0462
72 H 6.6901 -1.7198 -0.2202
73 H -4.7440 -4.0861 0.0420
74 H 1.0222 -0.6717 -5.9990
75 H -2.8017 3.5274 -1.5754
76 H 0.2467 -6.0050 -1.5439
77 H 1.6790 -0.6961 0.9403
78 H 1.0660 4.9159 1.1661
79 H 0.4437 -3.0303 -3.9393
80 H -1.7379 6.7417 5.2722
81 H 4.5562 -2.2161 0.7996
82 H -1.8000 2.8003 -0.3645
83 H -0.8330 4.4086 3.6747

## Properties
E_HOMO (spin up / spin down) ... -12.7 / -12.7 eV
Net charge ... +1
Molecular weight ... 718.5 g mol⁻¹
HOMO-LUMO gap (spin up / spin down) ... 8.58 / 3.10 eV
Multiplicity ... 2
<S²> ... 0.754
E_LUMO (spin up / spin down) ... -4.08 / -9.56 eV
Maximum force ... 6.53 eV/A

***

# 2
Formula: C25H34O8
Source: OMol25
Level of theory: ωB97M-V/def2-TZVPD

Positions of all 67 atoms, in Å:
1 O -0.9509 -4.3231 6.1237
2 O -2.4425 4.9134 -4.2439
3 O -1.6482 2.2951 -2.5367
4 O 1.1477 0.6973 1.8050
5 O 0.8374 3.6830 -1.8648
6 O 0.2787 3.3553 -4.0093
7 O -3.1868 4.8471 -2.1427
8 O -2.1757 -0.2068 -2.0969
9 C -0.0641 -1.5618 -0.8299
10 C -1.1247 5.9330 -2.4955
11 C 1.1223 -4.1383 1.7823
12 C -0.7742 1.5215 -2.8550
13 C -0.1017 -2.1835 5.4528
14 C 0.4769 4.1149 -2.9303
15 C -0.2093 -1.0197 -3.1834
16 C 0.6550 -2.0710 0.4150
17 C 0.0432 -4.2000 3.9954
18 C 0.3268 1.9534 -3.8104
19 C 0.5274 -3.4724 2.9825
20 C -0.8149 0.1032 -2.3143
21 C 0.1755 5.5663 -3.2191
22 C 0.5284 -3.5916 0.4882
23 C -0.1098 0.1009 1.5701
24 C -0.7308 0.5717 0.2412
25 C 1.3970 0.5204 -1.0921
26 C 2.0380 -1.5607 3.2226
27 C 0.3908 -2.0528 -2.2052
28 C -2.2972 5.1722 -3.0816
29 C -0.4153 -3.6498 5.2683
30 C 0.5712 -1.9614 2.9957
31 C -0.0192 -0.0345 -0.9626
32 C -0.2965 -1.4222 4.1477
33 C -0.0170 -1.4418 1.6492
34 H 0.0526 5.6984 -4.2931
35 H 1.4785 -2.0713 -2.2711
36 H -2.6395 0.6334 -1.9560
37 H -1.0601 -1.7859 1.6319
38 H 0.9921 6.1837 -2.8449
39 H -0.0632 -0.3701 4.3135
40 H 2.6435 -1.7703 2.3475
41 H -3.9068 4.3222 -2.5261
42 H -1.0174 -1.4569 -3.7678
43 H 2.4479 -2.1205 4.0610
44 H 1.3689 1.6054 -1.1604
45 H -0.7364 -1.7727 6.2398
46 H 1.9764 0.2613 -0.2119
47 H -1.1217 -1.8309 -0.7304
48 H 0.9353 -2.1079 5.7892
49 H 1.0901 1.6285 1.5628
50 H 0.0227 -3.0540 -2.4184
51 H 2.2004 -3.9557 1.7842
52 H 1.0347 -4.0469 -0.3641
53 H 0.0085 -5.2793 3.9229
54 H -1.3252 6.9998 -2.6170
55 H 0.1338 1.5127 -4.7916
56 H -1.0551 5.7070 -1.4315
57 H -1.7782 0.2650 0.2314
58 H 1.9081 0.1192 -1.9625
59 H 1.3119 1.6491 -3.4474
60 H -0.6956 1.6646 0.1973
61 H -1.3502 -1.4973 3.8654
62 H -0.8011 0.4300 2.3649
63 H 1.7108 -1.7974 0.3773
64 H 0.5429 -0.6381 -3.8695
65 H 2.1125 -0.4999 3.4336
66 H -0.5282 -3.8651 0.4369
67 H 0.9694 -5.2174 1.8383

## Properties
E_HOMO ... -9.2 eV
SMILES string ... C[C@]12CCC(=O)C=C1CC[C@@H]1[C@@H]2[C@@H](O)C[C@@]2(C)[C@H]1CC[C@]2(O)C(=O)COC(=O)CCC(=O)O
Molecular weight ... 462.5 g mol⁻¹
HOMO-LUMO gap ... 9.68 eV
E_LUMO ... 0.49 eV
Maximum force ... 0.99 eV/A

***

# 3
Formula: C25H35AuNO3S2Si
Source: OMol25
Level of theory: ωB97M-V/def2-TZVPD

Positions of all 68 atoms, in Å:
1 Au -0.6024 0.5529 0.7300
2 S -4.7973 1.2890 -0.7730
3 S 0.3501 0.5251 2.8373
4 Si 2.2451 -0.0003 1.9700
5 O 3.4476 1.0058 2.3270
6 O 2.6816 -1.5257 2.2782
7 O 1.8339 0.0191 0.3510
8 N -2.5140 0.3316 -0.1724
9 C -5.5962 -1.4182 -0.9024
10 C -3.9047 -3.0816 -0.4113
11 C -5.2157 -2.7369 -0.7628
12 C -2.7350 3.9670 -0.5769
13 C 3.0862 -1.7233 -0.8048
14 C 2.5679 -1.6259 4.7019
15 C 3.0529 -3.6295 3.2809
16 C 3.6966 2.2938 2.9246
17 C 4.7583 -1.8048 3.4800
18 C -2.9457 -2.1150 -0.1957
19 C 3.3814 2.2144 4.4114
20 C -0.0383 3.3928 -0.0273
21 C -2.3534 2.6728 -0.2409
22 C 2.8351 3.3465 2.2423
23 C -4.6311 -0.4405 -0.6844
24 C 3.8038 0.6840 -0.8963
25 C 5.1742 2.5706 2.6940
26 C -3.3207 -0.7819 -0.3399
27 C 1.6737 -0.0403 -2.0047
28 C 3.2722 -2.1344 3.4525
29 C -1.0166 2.4347 0.0830
30 C -0.4417 4.6794 -0.3872
31 C -1.7770 4.9674 -0.6284
32 C -3.1499 1.4647 -0.3500
33 C 2.6247 -0.2748 -0.8430
34 H 1.9867 -3.8513 3.2302
35 H 5.2303 -2.2729 4.3444
36 H 3.9864 1.4417 4.8863
37 H 3.5261 -3.9762 2.3624
38 H 4.4698 0.5269 -0.0487
39 H 1.3289 0.9955 -2.0174
40 H -6.6102 -1.1554 -1.1694
41 H 5.4514 3.5333 3.1234
42 H 2.3255 1.9893 4.5698
43 H 0.3033 5.4600 -0.4657
44 H 5.3941 2.5891 1.6264
45 H 3.7868 -1.8871 0.0105
46 H 4.9141 -0.7285 3.5374
47 H 5.7826 1.7958 3.1602
48 H 2.1742 -0.2445 -2.9514
49 H 3.0549 4.3348 2.6459
50 H 3.4829 -4.1767 4.1200
51 H -2.0690 5.9734 -0.8946
52 H -1.9319 -2.3766 0.0797
53 H 2.2347 -2.3896 -0.6642
54 H -3.6438 -4.1253 -0.3072
55 H 5.2450 -2.1800 2.5791
56 H 1.4963 -1.8254 4.6466
57 H 3.0492 3.3626 1.1713
58 H -5.9440 -3.5190 -0.9250
59 H 3.4579 1.7192 -0.8828
60 H 2.7209 -0.5518 4.8300
61 H 3.5767 -1.9801 -1.7445
62 H 0.9976 3.1687 0.1837
63 H 2.9646 -2.1255 5.5856
64 H -3.7647 4.1789 -0.8370
65 H 4.3694 0.5253 -1.8150
66 H 0.8101 -0.7047 -1.9297
67 H 1.7764 3.1356 2.4082
68 H 3.6052 3.1649 4.8961

## Properties
E_HOMO ... -12.0 eV
Net charge ... +1
Molecular weight ... 686.7 g mol⁻¹
HOMO-LUMO gap ... 6.87 eV
E_LUMO ... -5.09 eV
Maximum force ... 1.46 eV/A

***

- Among the records above, which one has the highest molecular weight?
  C25H34O24